ORCA calculation (wB97M-V/def2-TZVPD) on a cluster of 20 separate species, C76H131F24N7O31 in total at a distorted geometry.

As for the lowest unoccupied orbital energy: 0.0002 hartree. The spin multiplicity is 1.

Each line ends with the Mulliken charge.
Positions of all 269 atoms, in Å:
1 C 18.79078 3.17958 6.18425  -0.5723
2 C 19.69865 3.93539 7.09725  0.3248
3 N 20.41547 4.47935 7.84092  -0.3004
4 H 18.73251 2.10415 6.35207  0.3343
5 H 18.94291 3.29931 5.11158  0.3268
6 H 17.81300 3.60428 6.41156  -0.0144
7 C 16.46216 6.21394 2.10072  -0.6275
8 C 16.43967 5.53421 3.40225  0.4812
9 N 16.33996 4.93228 4.38334  -0.4825
10 H 17.17365 5.77984 1.39825  0.3616
11 H 16.79200 7.24907 2.18910  0.1131
12 H 15.42478 6.21576 1.76616  0.1626
13 C 21.76662 5.35105 0.35309  -0.8017
14 C 20.61600 6.06626 0.90625  0.3118
15 N 19.71271 6.62597 1.41108  -0.3146
16 H 21.36953 4.34660 0.20646  0.2617
17 H 22.56920 5.12196 1.05415  0.2879
18 H 22.08739 5.68349 -0.63417  0.2821
19 C 22.12260 2.19096 9.35854  -0.4739
20 C 23.01990 1.55866 10.33393  0.1528
21 N 23.70116 1.01019 11.08617  -0.3692
22 H 21.65468 1.52492 8.63360  0.2916
23 H 22.79272 2.85729 8.81536  0.2021
24 H 21.31937 2.70015 9.89114  0.1842
25 C 23.39783 6.91164 8.24102  -0.6905
26 C 23.31172 7.79665 6.99947  0.5703
27 N 23.26472 8.45480 6.05260  -0.4819
28 H 22.46954 6.40608 8.50707  0.1385
29 H 23.69319 7.48321 9.12088  0.2330
30 H 24.18585 6.16314 8.15806  0.3610
31 C 17.51504 11.24785 0.98670  -0.0265
32 C 16.04612 11.51238 0.76229  0.3447
33 N 14.93713 11.73013 0.51882  -0.5375
34 H 17.55153 11.46971 2.05326  -0.2862
35 H 18.15510 11.88424 0.37561  0.3036
36 H 17.85099 10.21287 0.92297  0.3567
37 C 15.64844 8.63452 15.60649  0.5483
38 C 14.66350 7.81575 16.29548  -0.1404
39 N 13.94528 7.22292 16.85273  -0.4624
40 H 16.37646 8.91104 16.36913  -0.0405
41 H 15.05654 9.44414 15.17957  0.0844
42 H 16.04078 8.04236 14.77974  0.0814
43 C 16.08820 12.83300 4.81456  -0.1553
44 O 16.69694 12.75502 3.56136  0.0656
45 C 17.23040 13.94083 3.06729  -0.4831
46 C 16.17130 14.64566 2.23487  -0.1695
47 O 16.54737 15.83718 1.64118  -0.4492
48 C 16.96814 15.77894 0.31358  -0.2390
49 C 15.93632 15.79920 -0.77586  -0.6008
50 O 14.98170 16.87687 -0.67491  -0.4118
51 C 14.14057 16.94416 0.49118  -0.5194
52 H 15.65970 11.84837 5.00160  0.1046
53 H 15.23620 13.51284 4.81773  0.3665
54 H 16.74204 13.17692 5.61601  -0.2337
55 H 18.02072 13.71135 2.35256  0.2718
56 H 17.58882 14.65015 3.81328  0.2205
57 H 15.37155 14.95414 2.90818  0.2293
58 H 15.75131 13.97812 1.48248  0.0618
59 H 17.62173 14.93325 0.09974  0.2314
60 H 17.52101 16.70173 0.13784  0.3539
61 H 15.29279 14.93159 -0.92152  0.3236
62 H 16.41175 15.87758 -1.75358  0.3847
63 H 13.85113 15.90816 0.66732  0.2762
64 H 13.36326 17.67911 0.28202  0.2599
65 H 14.63229 17.24875 1.41505  0.1783
66 C 18.97595 10.18595 14.41955  0.0189
67 O 19.37932 10.89990 15.59064  0.4222
68 C 18.41595 11.88651 16.02094  -0.5550
69 C 18.89272 12.52745 17.36214  -0.4344
70 O 19.85331 13.58577 17.22147  -0.2146
71 C 20.05946 14.30547 18.37637  -0.6061
72 C 18.73689 14.80855 19.10428  -0.5519
73 O 18.05985 13.85974 19.90543  -0.1464
74 C 17.74576 14.39453 21.21850  -0.9931
75 H 18.33379 9.32316 14.59654  0.0446
76 H 19.84358 9.80520 13.88071  -0.3127
77 H 18.48546 10.80426 13.66774  -0.0546
78 H 17.53613 11.24336 16.00156  0.2158
79 H 18.39089 12.62920 15.22352  0.3499
80 H 19.35546 11.74622 17.96518  -0.1388
81 H 17.92150 12.69308 17.82842  0.2697
82 H 20.58997 15.21886 18.10731  0.3744
83 H 20.66690 13.77688 19.11101  0.2598
84 H 18.02670 15.32189 18.45604  0.1761
85 H 19.15697 15.47987 19.85326  0.6268
86 H 18.68394 14.39985 21.77338  0.4299
87 H 17.13230 13.66125 21.74201  0.2159
88 H 17.29903 15.38869 21.23215  0.3822
89 C 13.54226 9.30466 3.70810  -0.5561
90 O 13.80932 7.95477 3.60420  -0.2299
91 C 12.76623 7.11665 4.06536  -0.4038
92 C 11.90731 6.59796 2.86858  -0.6182
93 O 10.90190 7.55027 2.39624  -0.3950
94 C 9.65203 7.69688 3.08471  -0.7008
95 C 8.44693 7.50268 2.05829  -0.4797
96 O 7.97490 8.78334 1.66410  -0.2913
97 C 6.99059 8.58914 0.66705  -0.7637
98 H 12.53001 9.48998 3.34881  0.2336
99 H 14.30660 9.99386 3.34910  0.0865
100 H 13.59780 9.74581 4.70329  0.2572
101 H 12.12705 7.61873 4.79162  0.3857
102 H 13.33325 6.27500 4.46311  0.2748
103 H 11.36980 5.67716 3.09510  0.5092
104 H 12.55196 6.33599 2.02959  0.2370
105 H 9.72284 8.63069 3.64245  0.3604
106 H 9.57864 6.99230 3.91314  0.4552
107 H 7.71807 6.87784 2.57446  0.3513
108 H 8.75934 6.84952 1.24350  0.3229
109 H 7.28855 7.84722 -0.07381  0.3225
110 H 6.84292 9.51451 0.11029  0.2787
111 H 5.98572 8.26519 0.93797  0.3046
112 C 14.56401 12.32858 20.02629  -0.4078
113 O 14.59433 11.94682 18.70844  -0.1651
114 C 13.79639 12.66538 17.80658  -0.0123
115 C 12.34655 12.12672 17.54170  -0.7514
116 O 11.47541 12.77494 18.42822  -0.1183
117 C 10.12521 12.50888 18.16528  -0.3950
118 C 9.24414 13.09306 19.27466  -0.8144
119 O 9.32628 12.65271 20.64048  -0.3969
120 C 10.38909 12.98669 21.48540  -0.3656
121 H 15.18048 13.22666 20.06516  0.2268
122 H 15.06725 11.61392 20.67753  0.2673
123 H 13.53221 12.55449 20.29544  -0.0167
124 H 14.36540 12.72207 16.87861  -0.3819
125 H 13.82897 13.73882 17.99302  0.3782
126 H 12.23361 11.04599 17.62752  0.4191
127 H 12.11076 12.27481 16.48787  0.4704
128 H 9.84012 11.45691 18.15172  0.3383
129 H 9.84610 12.89316 17.18419  0.3394
130 H 8.24217 13.01951 18.85188  0.4088
131 H 9.38884 14.17340 19.26988  0.4015
132 H 10.31203 13.78718 22.22119  0.3043
133 H 11.26963 13.29292 20.92063  -0.0105
134 H 10.49581 12.09743 22.10662  0.2438
135 C 15.99132 10.63270 12.52876  -0.7082
136 O 16.99893 9.63896 12.36131  0.1822
137 C 17.76245 9.59383 11.18159  0.4103
138 C 18.10297 8.04407 10.86003  -0.2051
139 O 19.21345 7.98450 10.02077  -0.1953
140 C 18.99120 7.31211 8.80082  -0.6829
141 C 18.41008 8.13912 7.70159  0.7083
142 O 17.96636 7.25113 6.61654  0.0435
143 C 18.07806 7.82503 5.34616  0.5594
144 H 16.23787 11.67142 12.30879  0.3233
145 H 15.90463 10.64094 13.61528  -0.2145
146 H 14.97913 10.48078 12.15394  0.2519
147 H 18.58523 10.29950 11.29640  -0.2885
148 H 17.28605 10.02414 10.30069  0.2376
149 H 17.27048 7.55871 10.35064  -0.1296
150 H 18.27606 7.47779 11.77516  0.4908
151 H 18.46569 6.35718 8.80821  -0.0191
152 H 19.99558 7.07966 8.44686  -0.0757
153 H 19.21085 8.79996 7.36968  -0.1647
154 H 17.61157 8.70795 8.17795  0.0363
155 H 17.77973 8.85284 5.55277  0.1616
156 H 17.47492 7.34908 4.57298  -1.0912
157 H 19.11160 8.02870 5.06614  0.4073
158 C 23.14194 11.54191 14.54759  -1.0996
159 C 22.93426 10.42816 13.50317  1.3563
160 O 23.50162 9.28269 14.05287  -0.3427
161 C 22.92669 8.51027 14.97837  0.3640
162 O 21.70968 8.35738 15.13058  -0.6152
163 C 23.96920 7.79663 15.77697  0.9620
164 F 24.07799 8.45716 16.94957  -0.2438
165 F 23.46539 6.63088 16.03499  -0.2336
166 F 25.13035 7.75384 15.16076  -0.2356
167 H 22.29229 11.57001 15.22980  0.1074
168 H 23.21441 12.51210 14.05607  0.4154
169 H 24.02424 11.24990 15.11712  0.3930
170 H 23.27013 10.75755 12.51992  -0.4472
171 H 21.89820 10.14071 13.32418  -0.3194
172 C 11.25132 14.26071 10.37536  -0.9375
173 C 12.67704 13.86078 9.90624  -0.2173
174 O 12.85049 12.51251 10.16161  -0.0570
175 C 12.57599 11.59316 9.05692  0.0816
176 O 12.31735 11.93752 7.91809  -0.5068
177 C 12.50144 10.08681 9.47481  0.8668
178 F 11.35806 9.56912 9.12093  -0.2477
179 F 13.39951 9.48968 8.66459  -0.2157
180 F 12.74393 9.95561 10.80044  -0.2054
181 H 11.24450 14.15949 11.46063  0.1442
182 H 10.56378 13.55431 9.91020  0.3305
183 H 11.12702 15.28023 10.01036  0.3776
184 H 13.28094 14.53161 10.51730  0.2062
185 H 12.94015 14.22385 8.91273  0.3687
186 C 22.70003 10.45171 9.74513  -0.9073
187 C 22.58253 11.11291 8.42470  0.2634
188 O 22.68890 12.47486 8.56335  -0.1491
189 C 23.82880 13.18158 8.48745  0.2470
190 O 24.95537 12.70700 8.61144  -0.5579
191 C 23.64849 14.63455 8.07888  0.9068
192 F 22.67746 15.11900 8.84216  -0.1943
193 F 24.74936 15.38338 8.18416  -0.2540
194 F 23.25673 14.62713 6.79124  -0.2495
195 H 23.52469 10.83020 10.34909  0.4109
196 H 22.60138 9.36621 9.75167  0.1369
197 H 21.78269 10.62520 10.30771  0.0090
198 H 21.64936 10.83496 7.93477  -0.3138
199 H 23.28704 10.71877 7.69229  0.4984
200 C 19.47216 18.22172 10.94032  -1.2498
201 C 19.96345 17.06986 10.05638  -0.1310
202 O 20.35074 15.99817 10.87927  -0.2325
203 C 19.35107 15.11868 11.34592  0.3011
204 O 18.15400 15.40277 11.44056  -0.5078
205 C 19.86183 13.71018 11.95528  0.8154
206 F 19.46820 13.45863 13.18209  0.0578
207 F 19.38316 12.72303 11.27465  -0.3996
208 F 21.20888 13.58628 11.88827  -0.2763
209 H 20.00389 19.12515 10.64169  0.3262
210 H 19.46630 18.06345 12.01876  0.3060
211 H 18.39918 18.37845 10.82961  0.3386
212 H 20.79254 17.37469 9.41780  0.4645
213 H 19.09741 16.73602 9.48485  0.2525
214 C 18.41716 12.25045 8.67378  -0.4530
215 C 18.91459 13.25664 7.60718  -0.5990
216 O 19.72029 12.43288 6.78284  0.2906
217 C 20.11969 12.76076 5.55385  0.3391
218 O 20.10098 13.88310 5.06828  -0.6526
219 C 20.63446 11.47299 4.78629  0.8471
220 F 19.66524 10.56331 4.95298  -0.1673
221 F 20.96282 11.73964 3.52872  -0.2721
222 F 21.73763 11.14921 5.38033  -0.2150
223 H 19.33000 11.93566 9.17948  -0.1288
224 H 17.84146 11.42427 8.25654  0.2228
225 H 17.84913 12.72879 9.47166  0.6419
226 H 19.51786 14.01962 8.09914  0.0925
227 H 18.09368 13.61682 6.98712  -0.1502
228 C 15.54369 5.20184 8.26158  -0.3672
229 C 16.02775 3.74451 8.70781  -0.4131
230 O 15.48690 3.42111 9.99515  -0.2692
231 C 16.14871 3.57814 11.20614  0.4022
232 O 17.36234 3.80301 11.40138  -0.5410
233 C 15.17879 3.63501 12.36280  0.8000
234 F 15.28392 2.66221 13.10722  -0.2259
235 F 15.47967 4.73333 13.11080  -0.2363
236 F 13.87550 3.79112 12.00256  -0.2624
237 H 15.87349 5.48009 7.26063  0.1478
238 H 15.90999 5.93600 8.97917  -0.2240
239 H 14.45495 5.23421 8.30290  0.4610
240 H 17.10232 3.63602 8.56079  0.2999
241 H 15.64177 3.01650 7.99429  0.3785
242 C 15.29615 15.05812 13.33992  -0.9626
243 C 14.64899 14.10243 14.27854  0.4036
244 O 13.82655 14.84234 15.10805  -0.3537
245 C 12.47021 14.99031 14.88173  0.5601
246 O 11.80268 14.26742 14.13766  -0.5684
247 C 11.87633 16.24499 15.59251  0.7144
248 F 12.48826 17.41614 15.11959  -0.2421
249 F 10.51065 16.31108 15.38457  -0.2225
250 F 12.08913 16.24547 16.98253  -0.2207
251 H 15.99673 15.76415 13.78580  0.3314
252 H 14.52545 15.62933 12.82238  0.3470
253 H 15.84678 14.40689 12.66108  0.0974
254 H 15.30558 13.62068 15.00304  -0.1387
255 H 14.18775 13.37795 13.60735  0.2610
256 C 18.39525 5.81558 17.34013  -0.9486
257 C 18.46625 6.64676 18.61848  -0.2716
258 O 19.64660 7.39006 18.73765  -0.3088
259 C 19.66239 8.65162 18.25861  0.1384
260 O 18.70339 9.15006 17.60870  -0.1857
261 C 21.02154 9.41057 18.65956  0.7870
262 F 20.78356 10.15495 19.75604  -0.2639
263 F 21.93891 8.48122 18.96169  -0.2745
264 F 21.44303 10.18143 17.65618  -0.1022
265 H 17.74507 4.94095 17.35969  0.4145
266 H 19.30874 5.27905 17.08368  0.3389
267 H 18.15544 6.47565 16.50652  0.0894
268 H 18.55401 5.95822 19.45891  0.3345
269 H 17.53072 7.14458 18.87355  0.2753